65
Properties=species:S:1:pos:R:3:forces:R:3 method="wB97M-V/def2-TZVPD" s2=6.02 orbital_gap_ev="8.19 / 5.38" multiplicity=5 homo_energy_ev="-10.3290 / -10.7856" lumo_energy_ev="-2.134 / -5.406" total_charge=+1 max_force_ha_per_bohr=0.02813 energy_ha=-3004.8803 de_lowest_ev=1.079
Os 0.221 -1.070 2.273 -0.239 0.345 -0.898
S 1.632 2.477 2.394 0.166 0.206 0.662
P 1.108 1.789 0.577 -0.611 -0.860 -0.989
C 0.281 0.260 0.756 0.500 0.287 -0.376
P -0.562 -0.609 -0.514 -0.191 -0.107 0.246
S -0.759 -2.370 0.550 0.256 0.401 0.573
C -2.205 0.034 -0.923 0.265 -0.119 -0.031
C -2.494 0.510 -2.198 -0.015 -0.041 0.062
C -3.782 0.933 -2.493 0.003 0.044 -0.037
C -4.770 0.874 -1.522 -0.008 0.042 -0.045
C -4.475 0.415 -0.244 -0.002 0.003 0.060
C -3.191 -0.003 0.061 0.008 0.118 -0.059
C 0.161 -1.099 -2.108 0.002 0.264 0.232
C 1.274 -0.495 -2.677 -0.054 -0.024 0.000
C 1.770 -0.962 -3.888 0.006 0.050 0.014
C 1.152 -2.025 -4.524 0.036 -0.006 -0.071
C 0.039 -2.632 -3.955 -0.051 -0.018 0.018
C -0.459 -2.174 -2.749 0.063 0.068 -0.042
C 2.715 1.635 -0.251 -0.147 0.220 0.277
C 3.262 2.692 -0.973 -0.081 -0.041 -0.035
C 4.552 2.580 -1.470 0.051 0.030 -0.054
C 5.292 1.431 -1.233 -0.001 -0.007 0.008
C 4.749 0.384 -0.495 -0.027 -0.049 0.016
C 3.463 0.485 0.003 -0.022 0.050 -0.114
C 0.124 3.012 -0.334 0.195 0.040 0.317
C -0.528 4.020 0.375 -0.018 -0.089 -0.107
C -1.281 4.963 -0.305 -0.050 0.009 -0.014
C -1.381 4.908 -1.687 0.005 -0.010 0.053
C -0.751 3.891 -2.392 -0.057 -0.001 -0.084
C 0.000 2.941 -1.720 0.064 -0.111 0.021
H -1.723 0.534 -2.958 -0.044 -0.013 -0.020
H -4.014 1.297 -3.485 -0.006 -0.002 0.005
H -5.777 1.189 -1.763 0.002 0.002 0.016
H -5.251 0.376 0.509 0.013 0.006 0.007
H -2.948 -0.360 1.054 -0.045 -0.026 0.028
H 1.760 0.334 -2.184 0.083 -0.014 0.027
H 2.642 -0.492 -4.325 -0.010 -0.008 -0.020
H 1.536 -2.383 -5.471 0.006 -0.017 0.021
H -0.439 -3.467 -4.449 0.006 0.012 -0.017
H -1.324 -2.649 -2.303 -0.007 -0.023 -0.012
H 2.678 3.586 -1.154 0.059 0.012 0.011
H 4.985 3.395 -2.036 -0.012 -0.005 -0.003
H 6.300 1.349 -1.617 -0.005 0.011 -0.006
H 5.331 -0.509 -0.307 0.009 0.008 -0.017
H 3.018 -0.321 0.573 0.049 -0.039 0.016
H -0.444 4.062 1.452 0.013 0.051 0.037
H -1.789 5.745 0.245 0.026 0.007 0.003
H -1.949 5.661 -2.217 -0.027 -0.027 -0.013
H -0.850 3.842 -3.468 0.041 -0.018 -0.003
H 0.493 2.148 -2.273 -0.004 0.091 -0.024
O 0.716 0.254 3.892 0.143 -0.224 -0.266
N -0.418 0.634 4.312 -0.335 0.137 0.039
O -1.346 0.165 3.642 0.181 -0.171 0.067
C -1.777 -5.084 5.443 -0.133 -0.112 -0.011
N -0.742 -4.305 4.784 -0.009 0.045 -0.079
C 0.562 -4.676 4.589 0.183 0.043 -0.061
C 1.145 -3.679 3.868 0.047 -0.010 0.069
N 0.207 -2.708 3.616 -0.419 -0.484 0.435
C -0.920 -3.122 4.177 0.187 0.106 0.088
H -1.312 -5.833 6.077 0.034 0.053 0.038
H -2.398 -5.589 4.705 0.014 0.015 0.005
H -2.399 -4.434 6.053 0.031 0.006 0.019
H 0.969 -5.596 4.968 -0.064 0.005 0.044
H 2.165 -3.590 3.538 -0.019 -0.021 -0.032
H -1.845 -2.568 4.175 -0.036 -0.089 0.006

***

14
Properties=species:S:1:pos:R:3:forces:R:3 method="wB97M-V/def2-TZVPD" orbital_gap_ev=7.38 homo_energy_ev=-11.7504 lumo_energy_ev=-4.374 total_charge=+1 max_force_ha_per_bohr=0.02494 energy_ha=-534.8636 de_lowest_ev=0.684
N 3.098 -0.322 -0.796 -0.257 -0.044 1.256
H 4.020 -0.600 -0.453 0.200 0.408 -0.102
H 3.139 0.373 -1.541 0.095 -0.511 -0.542
H 2.581 0.139 -0.038 0.039 -0.116 0.246
H 2.605 -1.202 -0.966 -0.302 0.224 -0.737
C -1.195 0.973 -0.646 -0.013 -0.067 0.566
S -0.671 -0.316 0.531 0.552 -0.025 -0.308
C -2.178 -0.629 1.492 0.293 -0.232 0.056
H -0.865 0.763 -1.662 0.086 -0.064 0.093
H -2.274 0.978 -0.629 -0.289 0.098 -0.224
H -0.842 1.939 -0.295 0.012 0.076 -0.198
H -2.514 -1.639 1.290 -0.160 -0.074 -0.116
H -2.909 0.088 1.148 -0.279 0.070 0.221
H -1.996 -0.547 2.565 0.025 0.258 -0.212

***

9
Properties=species:S:1:pos:R:3:forces:R:3 method="wB97M-V/def2-TZVPD" orbital_gap_ev=11.23 homo_energy_ev=-10.6287 lumo_energy_ev=0.600 smiles=O.O.O max_force_ha_per_bohr=0.16515 energy_ha=-229.2724 de_lowest_ev=1.435
O -2.385 -18.482 66.444 0.879 -2.773 -0.249
H -2.191 -19.195 65.767 -0.401 1.074 1.165
H -2.939 -17.899 65.977 -1.357 1.262 -0.936
O -4.655 -20.515 66.061 -3.802 -0.085 -7.593
H -5.189 -20.021 66.562 -2.731 2.726 3.177
H -3.969 -20.813 66.467 6.483 -2.691 4.415
O -0.107 -17.360 66.125 0.322 2.703 2.726
H -0.093 -16.657 66.906 0.316 -2.144 -2.588
H -0.974 -17.765 66.315 0.291 -0.073 -0.116

***

14
Properties=species:S:1:pos:R:3:forces:R:3 method="wB97M-V/def2-TZVPD" orbital_gap_ev="5.87 / 5.87" homo_energy_ev="-7.2059 / -7.2060" lumo_energy_ev="-1.337 / -1.336" max_force_ha_per_bohr=0.04050 energy_ha=-361.6670 de_lowest_ev=5.819
O 0.992 -0.043 -1.843 -1.798 0.995 -0.039
C 0.779 0.019 0.815 -0.056 -0.369 0.569
C 0.183 1.208 0.163 0.339 -0.027 0.212
N -0.426 0.553 -1.004 1.756 -0.794 -0.789
C -1.026 -0.704 -0.544 0.261 -0.356 0.028
C 0.043 -1.138 0.509 0.279 0.197 0.447
O 0.125 -2.307 0.883 -0.104 -0.109 -0.048
H 1.631 -0.447 -1.176 -1.743 0.896 0.078
H 1.540 0.092 1.573 -0.009 -0.074 0.086
H -0.609 1.681 0.777 -0.196 -0.046 -0.517
H 0.846 1.991 -0.211 0.046 -0.086 0.157
H -1.004 1.149 -1.625 0.888 -0.523 -0.112
H -1.136 -1.370 -1.397 0.022 -0.089 0.148
H -2.001 -0.560 -0.049 0.313 0.386 -0.219

***

9
Properties=species:S:1:pos:R:3:forces:R:3 method="wB97M-V/def2-TZVPD" s2=12.03 orbital_gap_ev="5.97 / 7.33" multiplicity=7 homo_energy_ev="-6.6138 / -9.3860" lumo_energy_ev="-0.647 / -2.058" max_force_ha_per_bohr=0.06238 energy_ha=-1567.5071
O -1.258 1.539 -0.364 1.101 0.153 0.442
C -2.018 0.446 -0.197 -1.428 -0.724 -0.379
C -1.325 -0.767 -0.029 1.393 0.823 0.711
C -0.309 -1.434 0.376 -0.408 0.617 -0.647
H -3.105 0.540 -0.284 0.487 0.019 -0.004
C 2.167 -0.388 0.407 1.181 2.292 -1.909
O 2.315 0.287 -0.670 -0.554 -1.516 1.995
Fe 0.454 0.719 0.020 -1.065 -1.471 -0.203
H 3.078 -0.941 0.742 -0.707 -0.193 -0.005

***

28
Properties=species:S:1:pos:R:3:forces:R:3 method="wB97M-V/def2-TZVPD" orbital_gap_ev=4.81 homo_energy_ev=-1.7408 lumo_energy_ev=3.068 total_charge=-1 max_force_ha_per_bohr=0.07301 energy_ha=-686.8095 de_lowest_ev=5.259
C -0.462 -1.935 0.058 0.307 0.161 -0.497
C -1.354 -0.638 0.354 0.183 -2.124 -0.190
C -2.540 -1.027 1.387 -0.454 1.084 0.182
N -2.837 0.007 2.359 -1.208 0.116 -2.203
N -1.936 -0.048 3.456 -0.859 -2.145 2.959
C -2.220 -0.968 4.287 2.539 0.762 -2.234
O -2.099 -1.993 4.878 -0.743 0.588 0.473
O -0.548 0.432 0.854 -0.867 0.110 -1.103
C -0.434 1.523 -0.053 1.290 0.268 0.447
C 0.876 1.285 -0.905 -0.517 0.505 0.027
C 2.097 1.924 -0.458 0.498 -1.661 -2.372
C 3.313 1.655 -1.238 -2.564 -0.643 0.152
C 3.213 0.770 -2.382 -0.579 0.064 0.248
C 1.975 0.145 -2.830 -0.744 1.237 2.238
C 0.765 0.410 -2.060 2.500 1.080 0.411
H -0.468 -2.202 -1.040 -0.006 0.274 0.984
H -0.828 -2.840 0.602 0.198 0.799 -0.277
H 0.616 -1.773 0.327 -0.998 -0.011 -0.103
H -1.819 -0.385 -0.644 0.355 0.241 1.085
H -2.365 -2.058 1.819 0.217 0.575 -0.316
H -3.464 -1.114 0.736 0.797 0.012 0.620
H -1.339 1.697 -0.685 0.636 -0.457 0.393
H -0.317 2.445 0.587 0.017 -0.840 -0.659
H 2.118 2.577 0.446 -0.131 -0.680 -0.933
H 4.250 2.139 -0.891 -0.585 -0.615 -0.627
H 4.134 0.537 -2.957 -0.699 0.265 0.472
H 1.901 -0.544 -3.699 0.427 0.685 0.693
H -0.230 -0.021 -2.306 0.993 0.347 0.128